(1)
Computed, not measured: one molecule with the formula C4H7NO, with ωB97M-V/def2-TZVPD.

Calculated values
- Gap between HOMO and LUMO: 11.490 eV
- Total charge: 0
- Highest occupied orbital energy: -0.39053 Ha

Each line ends with the Mulliken charge.
Geometry (Å):
O 1.60126 0.03526 1.04004  -0.513
N -1.59517 2.06597 0.16070  -0.483
C -1.55126 0.91164 0.22427  0.326
C -1.24850 -0.52273 0.24134  -0.372
C 0.04994 -0.75930 -0.57223  -0.596
C 1.11251 0.28712 -0.26516  -0.496
H 0.43644 -1.75537 -0.33026  0.294
H 1.91600 0.26986 -1.01532  0.290
H 2.01758 0.84212 1.36380  0.306
H 0.64752 1.27799 -0.32299  0.366
H -2.09760 -1.08527 -0.16315  0.315
H -0.16964 -0.73893 -1.64601  0.333
H -1.11908 -0.82837 1.28497  0.229

=====

(2)
Computed, not measured: one molecule with the formula C4H7NO, with ωB97M-V/def2-TZVPD.

Calculated values
- Gap between HOMO and LUMO: 10.327 eV
- Total charge: 0
- Highest occupied orbital energy: -0.34710 Ha

Each line ends with the Mulliken charge.
Geometry (Å):
O 1.61474 -0.47343 2.28725  -0.542
N 0.06347 0.04124 -1.37103  -0.458
C -0.31980 -1.01712 -0.38628  -0.700
C -0.40488 1.10650 -0.44356  -0.624
C -0.26190 0.10904 0.75952  0.258
C 1.16344 -0.08710 1.18524  -0.172
H -0.91256 -0.05046 1.66187  0.373
H -1.34462 -1.40854 -0.27539  0.270
H 1.78784 0.17897 0.27545  0.340
H 0.35125 -1.77250 -0.37595  0.402
H 0.30661 1.94789 -0.50285  0.298
H -0.54669 0.06048 -2.16503  0.259
H -1.49691 1.36503 -0.64925  0.295

=====

(3)
Computed, not measured: one molecule with the formula C4H7NO, with ωB97M-V/def2-TZVPD.

Calculated values
- Gap between HOMO and LUMO: 10.151 eV
- Total charge: 0
- Highest occupied orbital energy: -0.33898 Ha

Each line ends with the Mulliken charge.
Geometry (Å):
O 2.05049 0.59430 0.31298  -0.621
N -0.90262 0.35793 1.22003  -0.603
C 0.34430 -1.22186 -0.14424  -0.996
C -0.38075 0.93468 -0.05344  -0.775
C -0.94371 -0.43381 0.00847  0.297
C 1.03805 0.09335 -0.47830  0.402
H -1.84597 0.72017 1.39295  0.256
H 1.21088 1.18987 0.46440  0.354
H 0.35138 -1.93365 -0.96888  0.269
H -1.86293 -0.67630 -0.49038  0.426
H 1.15797 0.27203 -1.55142  0.301
H -0.89667 1.79562 -0.49620  0.406
H 0.67957 -1.69233 0.78404  0.284

=====

(4)
Computed, not measured: one molecule with the formula C4H7NO, with ωB97M-V/def2-TZVPD.

Calculated values
- Gap between HOMO and LUMO: 11.034 eV
- Total charge: 0
- Highest occupied orbital energy: -0.36665 Ha

Each line ends with the Mulliken charge.
Geometry (Å):
O 0.73934 0.51824 -0.94722  -0.400
N 2.77307 0.55098 -0.00819  -0.595
C -1.57322 0.79480 -0.34919  -0.581
C -1.18957 -0.53213 0.27212  -0.553
C 1.74246 -0.11349 -0.30637  0.139
C -0.53835 -0.06453 -0.99308  -0.013
H 1.56429 -1.17977 -0.11125  0.365
H -0.74870 -0.59247 -1.92045  0.369
H -1.88790 -1.36088 0.16769  0.239
H -2.56061 0.92431 -0.78051  0.249
H -0.60908 -0.56476 1.19047  0.287
H 3.46495 -0.04793 0.43343  0.248
H -1.14811 1.70751 0.06210  0.245

=====

(5)
Computed, not measured: a 2-piece molecular cluster, C4H7NO overall, with ωB97M-V/def2-TZVPD.

Calculated values
- Gap between HOMO and LUMO (alpha / beta): 7.015 / 7.020 eV
- Total charge: 0
- Highest occupied orbital energy (alpha / beta): -0.28508 / -0.28517 Ha

Each line ends with the Mulliken charge.
Geometry (Å):
O 1.24337 -0.27719 1.43971  -0.624
N -2.46626 1.78628 -0.47408  -0.529
C 0.97794 0.31532 -0.52303  -0.410
C -0.03478 -0.68422 -0.91748  -0.097
C -1.85844 0.83418 -0.18198  0.388
C -1.03393 -0.26790 0.14756  -1.085
H -0.35099 -0.62354 -1.96896  0.302
H 2.04971 0.14863 -0.55284  0.272
H 1.69076 0.27097 2.10422  0.345
H 0.34827 -1.68999 -0.72419  0.226
H 0.65581 1.35482 -0.53708  0.302
H 0.25139 -0.10374 1.46224  0.403
H -1.48258 -1.05841 0.74361  0.507

=====

(6)
Computed, not measured: a 2-piece molecular cluster, C4H7NO overall, with ωB97M-V/def2-TZVPD.

Calculated values
- Gap between HOMO and LUMO: 11.195 eV
- Total charge: 0
- Highest occupied orbital energy: -0.38460 Ha

Each line ends with the Mulliken charge.
Geometry (Å):
O 1.35601 -0.54568 1.45059  -0.458
N -1.51644 2.28878 -0.13729  -0.400
C 1.24274 -0.74770 0.26637  -0.173
C -1.25037 -0.27494 0.34934  -0.299
C -0.09251 -0.90613 -0.43032  -0.479
C -1.39650 1.16099 0.08922  0.159
H -1.07924 -0.41730 1.42019  0.274
H 2.13503 -0.85499 -0.38355  0.402
H 1.52209 1.77277 0.01488  -0.013
H -2.19756 -0.75578 0.09153  0.293
H -0.03047 -0.52361 -1.45418  0.344
H 1.42601 1.73380 -0.72010  0.034
H -0.25822 -1.98870 -0.51455  0.315

=====

(7)
Computed, not measured: C4H7NO as an isolated structure, with ωB97M-V/def2-TZVPD.

Calculated values
- Gap between HOMO and LUMO (alpha / beta): 8.330 / 8.329 eV
- Total charge: 0
- Highest occupied orbital energy (alpha / beta): -0.29774 / -0.29773 Ha

Each line ends with the Mulliken charge.
Geometry (Å):
O 3.06941 0.84265 -0.65622  -0.537
N -0.35523 0.70950 -0.20656  -0.259
C 0.91630 0.64389 0.15879  -0.134
C 1.91675 0.43283 -0.85724  -0.090
C -1.62851 -0.15717 0.87642  -0.783
C -0.47863 -0.70045 -0.47200  -0.544
H -0.74873 -0.90511 -1.49998  0.406
H -0.03670 -1.59197 0.02923  0.325
H 1.31475 1.14724 1.01538  0.361
H -1.96661 0.85714 1.16459  0.305
H -1.08771 -0.58078 1.71844  0.324
H 1.57909 0.03102 -1.82738  0.300
H -2.49420 -0.72877 0.55654  0.326

=====

(8)
Computed, not measured: one molecule with the formula C4H7NO, with ωB97M-V/def2-TZVPD.

Calculated values
- Gap between HOMO and LUMO: 10.456 eV
- Total charge: 0
- Highest occupied orbital energy: -0.34572 Ha

Each line ends with the Mulliken charge.
Geometry (Å):
O -0.10820 -1.06609 0.21827  -0.373
N 0.08188 1.14605 -0.21775  -0.546
C 2.13174 -0.17783 0.13482  -0.967
C 0.66145 0.03990 0.01137  0.664
C -1.44945 -0.65655 -0.09633  -0.281
C -1.35350 0.87793 -0.09106  -0.371
H -1.69998 -1.05268 -1.08817  0.243
H 2.42148 -0.13850 1.19096  0.246
H -1.70663 1.31013 0.85396  0.259
H -2.13098 -1.07825 0.64618  0.241
H 2.41259 -1.15833 -0.25871  0.295
H -1.92142 1.34231 -0.90218  0.278
H 2.66102 0.61189 -0.40136  0.312

=====

(9)
Computed, not measured: one molecule with the formula C4H7NO, with ωB97M-V/def2-TZVPD.

Calculated values
- Gap between HOMO and LUMO: 9.906 eV
- Total charge: 0
- Highest occupied orbital energy: -0.32792 Ha

Each line ends with the Mulliken charge.
Geometry (Å):
O -2.23860 -1.79537 0.19710  -0.474
N 0.79844 1.18704 -0.77785  -0.411
C 1.09331 -0.04177 -0.04900  -0.551
C 0.58560 2.22024 -0.08182  -0.293
C -1.17942 -0.95936 0.32374  0.043
C 0.01071 -1.07265 -0.26230  -0.329
H -1.99945 -2.50794 -0.41129  0.293
H 0.34148 3.16123 -0.57722  0.267
H 1.23052 0.15372 1.02863  0.361
H 0.20729 -1.89790 -0.94511  0.228
H 2.04259 -0.43101 -0.43171  0.311
H -1.42078 -0.13370 0.98989  0.313
H 0.62825 2.23036 1.01876  0.241

=====

(10)
Computed, not measured: a 2-piece molecular cluster, C4H7NO overall, with ωB97M-V/def2-TZVPD.

Calculated values
- Gap between HOMO and LUMO: 9.622 eV
- Total charge: 0
- Highest occupied orbital energy: -0.31893 Ha

Each line ends with the Mulliken charge.
Geometry (Å):
O -0.42592 0.57027 0.65065  -0.518
N -2.16296 -1.22822 0.01695  -0.326
C 0.74818 -0.03966 0.22606  0.696
C -3.07453 -1.34951 -0.68143  -0.021
C 1.37928 0.58317 -0.93753  -0.963
C 1.26948 -1.04588 0.92431  -0.851
H 2.32863 0.00657 -1.02441  0.266
H 0.65910 0.32828 -1.74109  0.234
H 1.59699 1.59078 -0.68398  0.366
H 2.23608 -1.50749 0.50051  0.174
H 0.79732 -1.33353 1.80720  0.332
H -0.38030 1.55107 0.73116  0.293
H -3.93931 -1.47440 -1.23404  0.317

=====

(11)
Computed, not measured: a 2-piece molecular cluster, C4H7NO2 overall, with ωB97M-V/def2-TZVPD.

Calculated values
- Gap between HOMO and LUMO (alpha / beta): 8.470 / 8.006 eV
- Total charge: 0
- Highest occupied orbital energy (alpha / beta): -0.28262 / -0.27517 Ha

Each line ends with the Mulliken charge.
Geometry (Å):
O -1.83427 0.32766 -0.45060  -0.238
O -0.14448 -1.70256 1.16778  -0.484
N 1.88404 -0.90745 0.21544  -0.386
C 0.80923 -1.22979 0.65877  0.737
C -0.87003 1.08483 0.02703  -0.749
C -2.59732 -0.50029 0.16298  -0.376
C 2.36367 0.18270 -0.59158  -0.627
H -0.53826 1.84454 -0.66622  0.389
H 3.25294 -0.13772 -1.13806  0.261
H 2.64166 1.02903 0.04405  0.265
H -3.26043 -1.07228 -0.46964  0.281
H 1.59885 0.51404 -1.30011  0.265
H -0.80023 1.19612 1.10481  0.356
H -2.50535 -0.62884 1.23535  0.305

=====

(12)
Computed, not measured: C4H7NO2 as an isolated structure, with ωB97M-V/def2-TZVPD.

Calculated values
- Gap between HOMO and LUMO: 8.873 eV
- Total charge: 0
- Highest occupied orbital energy: -0.30833 Ha

Each line ends with the Mulliken charge.
Geometry (Å):
O 0.72651 -1.98466 -0.24173  -0.628
O 2.20876 -0.15408 0.93697  -0.530
N -1.29134 0.88509 -0.37800  -0.221
C 0.15960 -0.93938 0.01018  0.673
C 0.88923 0.14848 0.75689  -0.282
C -1.24418 -0.57026 -0.45597  -0.536
C -0.09754 1.49745 -0.64933  -0.647
H 2.34157 -1.01731 0.49837  0.414
H 0.39581 1.02957 -1.51195  0.268
H -1.82024 1.26878 0.39362  0.273
H 0.36606 0.40714 1.69118  0.294
H -1.37010 -0.91388 -1.48878  0.247
H -2.01295 -1.06026 0.15249  0.339
H 0.74881 1.40331 0.28607  0.336

=====

(13)
Computed, not measured: one molecule with the formula C4H7NO2, with ωB97M-V/def2-TZVPD.

Calculated values
- Gap between HOMO and LUMO: 9.313 eV
- Total charge: 0
- Highest occupied orbital energy: -0.31569 Ha

Each line ends with the Mulliken charge.
Geometry (Å):
O 1.68082 -0.50986 -2.05173  -0.524
O -1.56180 0.34637 1.05779  -0.501
N 0.14614 0.12774 -0.47713  0.036
C 0.33530 -0.71698 1.82408  -1.340
C 1.21343 -0.62607 -0.94295  -0.012
C -0.55246 0.98362 -1.43332  -0.925
C -0.30695 -0.09905 0.81161  0.956
H -1.07543 1.77456 -0.89849  0.357
H -0.28454 -1.31145 2.48723  0.294
H 1.40441 -0.78709 1.91939  0.322
H -1.27684 0.40793 -2.02137  0.310
H 0.18954 1.40049 -2.11602  0.322
H 1.58701 -1.33642 -0.18971  0.323
H -1.49864 0.34621 2.03061  0.382

=====

(14)
Computed, not measured: one molecule with the formula C4H7NO2, with ωB97M-V/def2-TZVPD.

Calculated values
- Gap between HOMO and LUMO: 10.327 eV
- Total charge: 0
- Highest occupied orbital energy: -0.36398 Ha

Each line ends with the Mulliken charge.
Geometry (Å):
O -2.33249 1.08523 -0.58396  -0.523
O -0.06657 1.49739 -0.80649  -0.246
N 0.86087 2.11794 0.14406  -0.435
C 0.60687 -1.54952 -0.82351  -1.009
C -0.81833 -0.13548 0.76609  -0.479
C -1.18471 0.87412 -0.23045  0.393
C 0.09852 -1.09413 0.50733  0.079
H 0.40584 -2.62012 -0.93922  0.336
H 1.22791 1.33560 0.68374  0.304
H 0.25399 2.67908 0.74138  0.292
H -1.28112 -0.03108 1.73997  0.327
H 0.40776 -1.72254 1.34299  0.384
H 1.68905 -1.40205 -0.87965  0.258
H 0.13242 -1.03444 -1.66227  0.317

=====

(15)
Computed, not measured: C4H7NO2 as an isolated structure, with ωB97M-V/def2-TZVPD.

Calculated values
- Gap between HOMO and LUMO: 9.072 eV
- Total charge: 0
- Highest occupied orbital energy: -0.34683 Ha

Each line ends with the Mulliken charge.
Geometry (Å):
O 1.19734 -1.57759 -0.20664  -0.546
O -1.59144 0.52344 0.79902  -0.549
N 0.64456 0.79546 1.23888  -0.687
C 0.44733 -0.69347 -0.95562  -0.035
C -0.64005 0.58330 1.59932  0.081
C -0.92668 -0.75939 -0.90681  -0.484
C 0.76625 1.05781 -0.06873  -0.375
H 1.32113 -1.17339 0.67075  0.385
H 1.78724 1.18734 -0.42738  0.414
H 0.00471 1.64872 -0.58221  0.422
H -0.80494 0.37561 2.66635  0.420
H 0.91923 -0.36232 -1.88212  0.399
H -1.43198 -1.49465 -0.29353  0.262
H -1.53016 -0.18924 -1.60429  0.292

=====

(16)
Computed, not measured: one molecule with the formula C4H7NO2, with ωB97M-V/def2-TZVPD.

Calculated values
- Gap between HOMO and LUMO: 10.837 eV
- Total charge: 0
- Highest occupied orbital energy: -0.36276 Ha

Each line ends with the Mulliken charge.
Geometry (Å):
O 1.93688 -0.94111 0.12827  -0.421
O -1.92827 1.13574 0.98597  -0.398
N -0.61472 1.08961 0.54939  -0.461
C 1.02508 -0.12867 -0.60337  0.037
C -1.37542 -1.08435 -0.30241  -1.135
C -0.36374 -0.00067 -0.06714  0.546
C 2.15748 0.46471 0.09815  -0.404
H 1.97399 0.97996 1.03849  0.251
H -2.26762 -0.66562 -0.78006  0.349
H 3.02511 0.80022 -0.46883  0.262
H -1.98792 2.01546 1.37982  0.379
H 1.08832 -0.26934 -1.68503  0.356
H -0.96736 -1.88423 -0.92508  0.336
H -1.70183 -1.51171 0.65184  0.303

=====

(17)
Computed, not measured: C4H7NO2 as an isolated structure, with ωB97M-V/def2-TZVPD.

Calculated values
- Gap between HOMO and LUMO: 9.906 eV
- Total charge: 0
- Highest occupied orbital energy: -0.35075 Ha

Each line ends with the Mulliken charge.
Geometry (Å):
O -0.38526 -1.11301 -0.69024  -0.639
O -2.41897 0.43757 -0.08975  -0.553
N 1.20048 0.66822 -0.57966  -0.376
C 2.40863 -0.13456 -0.39751  -0.745
C 0.06065 0.04287 -0.57356  0.650
C -2.33627 -0.79016 -0.28752  -0.007
C -0.55704 1.23000 -0.00445  -0.044
H -2.27856 -1.51160 0.54250  0.242
H 2.72091 -0.53170 -1.37182  0.272
H -2.65842 -1.21625 -1.24741  0.243
H -0.69297 2.11088 -0.62132  0.201
H 2.21321 -0.98434 0.26854  0.280
H -0.65558 1.34447 1.06781  0.211
H 3.24243 0.45439 -0.00445  0.265

=====

(18)
Computed, not measured: a 2-piece molecular cluster, C4H7NO2 overall, with ωB97M-V/def2-TZVPD.

Calculated values
- Gap between HOMO and LUMO: 9.714 eV
- Total charge: 0
- Highest occupied orbital energy: -0.32376 Ha

Each line ends with the Mulliken charge.
Geometry (Å):
O 0.88857 -0.68579 2.03192  -0.448
O -1.86007 -1.43709 0.95189  -0.402
N -1.00361 -1.92259 -1.09253  -0.382
C -1.34700 -1.53346 -0.05169  0.566
C 0.85642 -0.09324 0.83745  -0.325
C 0.09120 0.88317 0.34104  -0.272
C 0.24246 1.48018 -1.02254  -1.258
H 0.75814 0.85272 -1.64106  0.380
H 0.60013 -0.12629 2.71500  0.287
H 1.58506 -0.55010 0.31583  0.442
H -0.75066 1.71082 -1.53788  0.292
H -0.68199 1.34633 0.79023  0.472
H -0.30328 -2.16031 -1.73530  0.261
H 0.92465 2.23565 -0.90237  0.387

=====

(19)
Computed, not measured: one molecule with the formula C4H7NO2, with ωB97M-V/def2-TZVPD.

Calculated values
- Gap between HOMO and LUMO: 10.535 eV
- Total charge: 0
- Highest occupied orbital energy: -0.36421 Ha

Each line ends with the Mulliken charge.
Geometry (Å):
O 0.06456 1.10096 -0.54469  -0.398
O -1.07522 -0.35545 2.13993  -0.445
N 1.69008 0.16951 0.77717  -0.660
C -0.97374 1.31390 0.40450  -0.360
C -1.41388 -0.00373 1.03847  0.047
C 0.80987 -0.98609 -1.26803  -0.903
C 0.96290 0.10331 -0.24970  0.651
H -2.05337 -0.65768 0.40611  0.361
H -0.19168 -1.41270 -1.13623  0.238
H 1.55388 -1.77610 -1.16306  0.356
H 0.83648 -0.56138 -2.27468  0.288
H -0.67449 2.00484 1.19510  0.307
H -1.79447 1.73246 -0.18760  0.276
H 2.25909 -0.67187 0.86270  0.243

=====

(20)
Computed, not measured: a 2-piece molecular cluster, C4H7NO2 overall, with ωB97M-V/def2-TZVPD.

Calculated values
- Gap between HOMO and LUMO: 10.566 eV
- Total charge: 0
- Highest occupied orbital energy: -0.36831 Ha

Each line ends with the Mulliken charge.
Geometry (Å):
O 0.08710 -1.76869 -0.63988  -0.545
O -0.73429 0.24335 0.35504  -0.280
N -2.48223 -1.45098 0.63312  -0.489
C -1.51752 -0.89354 0.31608  0.472
C 0.80697 -0.74122 -0.67696  0.467
C 2.04179 -0.59624 0.15599  -1.059
C -1.39478 1.50136 0.12854  -0.650
H 2.13098 0.42763 0.52382  0.293
H 2.02154 -1.28167 1.00024  0.298
H 2.91462 -0.80718 -0.46816  0.334
H 0.76956 -0.06537 -1.55975  0.288
H -2.05010 1.71400 0.97377  0.267
H -1.98259 1.46314 -0.79386  0.333
H -0.61105 2.25543 0.05199  0.273

=====

Energy above the lowest of the compared OMol25 structures with the same formula, charge and spin: 108.2, 280.0, 462.1, 215.1, 486.2, 211.4, 646.7, 80.7, 214.6, 278.9, 451.1, 444.0, 160.8, 315.2, 359.6, 343.2, 445.9, 273.8, 198.4, 388.7 (kJ/mol)